1.
This record from the OMol25 dataset describes C57H48AsN4O2P2S2SeTeTl as an isolated structure. The level of theory is ωB97M-V with the def2-TZVPD basis set.

The geometry in XYZ format:
```
119
Properties=species:S:1:pos:R:3:mulliken_charge:R:1
Tl 0.34 0.38 0.10 1.9880
Te -3.50 -2.83 -0.18 0.5195
Se -2.03 4.37 -3.25 -0.3322
As 1.71 0.21 -3.17 0.2826
S 1.39 1.01 2.93 -0.0975
S 2.85 -1.79 0.18 0.4585
P -0.82 -2.60 1.54 0.4687
P -2.54 -0.23 1.44 0.2215
O 2.84 -1.87 -1.31 -0.6168
O 2.04 2.38 0.42 -0.5412
N 2.32 3.07 1.49 0.2149
N -1.71 -0.76 -2.59 0.4455
N -6.95 -5.48 2.21 -0.6981
N -0.91 1.95 -1.97 -0.0792
C 5.82 0.38 -3.51 -0.3692
C 3.92 -3.14 0.71 -1.2987
C 3.90 -1.03 -4.42 0.6101
C 1.50 -2.25 4.95 -0.8002
C 2.57 -3.11 -5.72 -0.6588
C -6.63 -5.69 0.94 -0.3692
C -6.96 0.87 0.52 -0.4624
C -4.32 0.19 1.13 0.1835
C 3.22 5.09 2.39 -0.7769
C 1.00 -2.17 3.64 -0.5810
C 4.00 -0.48 0.61 -0.7846
C 0.19 1.00 -5.50 -0.3493
C 3.94 1.90 -2.13 -0.0388
C 4.61 -1.95 -5.17 -0.6796
C 3.53 0.85 -2.94 -0.0165
C 1.85 -2.18 -4.98 -0.5943
C -6.29 -4.48 2.82 -0.4602
C 0.24 -6.44 0.54 -0.5168
C 1.22 1.42 -4.66 0.7534
C -2.07 1.75 3.35 -0.7744
C 1.80 2.66 -4.88 -0.1863
C -1.35 2.91 -2.47 -0.4807
C -1.90 -1.91 -2.63 -0.5097
C -2.57 0.18 5.57 -0.8493
C -0.22 1.79 -6.57 -0.6523
C 0.19 -5.05 0.70 -0.5253
C 4.47 0.08 -3.63 0.2554
C 2.50 -1.14 -4.34 0.0920
C 2.87 4.30 1.33 -0.2987
C -2.42 0.41 3.17 0.6294
C -5.69 -4.95 0.24 -0.4500
C 5.29 2.20 -2.02 -0.7426
C -0.86 -4.44 1.37 0.3541
C 3.95 -2.99 -5.82 -0.6641
C -1.83 -6.63 1.74 -0.9702
C -4.67 0.64 -0.15 -0.0363
C -1.06 -3.15 4.35 -0.1373
C 0.71 -2.79 5.95 -0.6810
C -5.32 -3.70 2.21 0.2914
C -0.58 -3.23 5.65 -0.6026
C 2.40 3.38 3.84 -0.7819
C -0.77 -7.23 1.06 -0.5392
C -2.69 -0.36 4.30 0.0862
C -2.59 -2.08 1.66 -1.0405
C -5.98 0.98 -0.45 -0.5945
C -6.62 0.45 1.80 -0.6604
C -5.00 -3.93 0.88 0.1723
C -0.27 -2.62 3.33 1.1393
C -1.96 2.30 4.61 -0.4270
C -5.31 0.12 2.10 -0.4912
C 2.97 4.62 3.68 -0.2408
C -1.88 -5.25 1.88 -0.3817
C 1.40 3.45 -5.95 -0.5537
C 6.23 1.44 -2.71 -0.8791
C -2.20 1.51 5.73 -0.7295
C 0.39 3.01 -6.80 -0.4752
C 2.06 2.55 2.75 -0.1272
H 2.19 2.98 4.83 0.4564
H 0.96 -4.43 0.26 0.2627
H -7.99 1.13 0.29 0.3471
H -2.08 1.92 6.73 0.3358
H -7.16 -6.51 0.45 0.3579
H 2.57 3.03 -4.20 0.2985
H 0.08 3.63 -7.63 0.3351
H -1.67 3.34 4.74 0.4138
H 0.77 -2.29 -4.88 0.3836
H -1.86 2.36 2.47 0.3300
H -2.77 -0.44 6.44 0.3844
H -2.97 -1.40 4.16 0.2750
H 4.89 -3.03 0.22 0.4347
H 7.28 1.67 -2.62 0.3607
H -5.05 -0.20 3.10 0.2902
H -6.23 1.33 -1.44 0.4343
H 4.24 -0.56 1.68 0.4938
H 1.08 -2.85 6.97 0.3360
H -2.06 -3.50 4.12 0.0712
H -0.30 0.05 -5.31 0.2473
H 1.61 -1.72 2.86 0.4444
H 3.00 4.59 0.30 0.4810
H 4.52 -3.71 -6.40 0.3673
H -2.64 -7.24 2.14 0.4232
H 2.49 -1.87 5.17 0.4360
H 4.02 -3.10 1.80 0.3242
H -5.47 -5.19 -0.80 0.3172
H 1.06 -6.89 0.00 0.4080
H 1.86 4.42 -6.11 0.3592
H 5.61 3.02 -1.39 0.3952
H 3.44 -4.08 0.41 0.3779
H 3.65 6.06 2.21 0.3787
H -4.81 -2.92 2.76 0.1304
H -1.21 -3.64 6.44 0.4168
H -7.39 0.37 2.57 0.3766
H -2.73 -4.79 2.37 0.4238
H 3.20 2.46 -1.56 0.4886
H -1.61 0.27 -2.47 -0.0156
H 6.57 -0.20 -4.04 0.3510
H 4.89 -0.59 -0.01 0.4681
H 3.50 0.47 0.42 -0.2703
H -1.03 1.46 -7.20 0.3768
H 3.23 5.22 4.55 0.3467
H 2.06 -3.93 -6.20 0.3966
H 5.69 -1.88 -5.25 0.3412
H -6.56 -4.30 3.86 0.3650
H -3.89 0.74 -0.90 0.3390
H -0.75 -8.30 0.93 0.3421
```

Summary:
total charge = -2
energy above the lowest of the compared OMol25 structures with the same formula, charge and spin = 11.4 kcal per mole

***

2.
This record from the OMol25 dataset describes C57H48O2P2PbSe3SiTe as an isolated structure. The level of theory is ωB97M-V with the def2-TZVPD basis set.

The geometry in XYZ format:
```
115
Properties=species:S:1:pos:R:3:mulliken_charge:R:1
Pb -0.11 -1.33 0.59 1.3787
Te 2.48 -4.04 3.52 -0.4564
Se 1.83 -2.84 1.33 0.2622
Se 0.43 -3.21 4.86 -0.3991
Se -0.50 -1.97 3.05 0.0438
P 1.39 0.75 1.15 2.1662
P 1.49 -1.41 -1.21 3.7186
Si -3.29 -0.13 0.73 -0.5517
O 3.67 0.46 -0.65 -0.7750
O -1.74 -0.50 1.16 1.2636
C -5.11 3.22 3.53 -0.8760
C -1.61 -2.56 -3.72 -1.2621
C -0.11 1.60 1.76 0.1188
C -6.72 -2.53 1.18 -0.7249
C 2.73 -0.79 -2.43 -0.6629
C -2.32 -1.37 -3.86 -0.9720
C -0.74 -0.28 -2.40 -1.4739
C 3.49 1.79 -0.36 -0.7119
C 2.30 0.25 2.65 0.0006
C -1.89 -0.23 -3.20 0.2620
C -4.86 2.26 1.32 -0.0819
C -0.46 -2.61 -2.93 -0.5096
C 2.77 -1.07 2.74 -0.9207
C 6.51 1.73 -1.65 -1.6963
C 3.18 -3.70 -1.28 -1.2650
C 2.58 1.12 3.72 -0.4175
C 4.17 4.06 -0.65 -0.2895
C 3.30 0.69 4.83 -0.7882
C -3.42 0.47 -1.06 1.6976
C -4.29 2.22 4.05 -0.0243
C 5.15 2.19 -2.21 1.7965
C -0.76 2.54 0.95 -0.8132
C -2.48 2.87 2.61 -0.8363
C 1.36 -5.29 0.10 -0.4262
C 1.05 -3.96 -0.20 -0.7118
C 3.65 -0.45 -4.65 -1.2202
C 4.28 2.72 -1.05 0.7733
C -2.59 1.52 -1.50 -0.2014
C 2.58 -5.82 -0.30 -0.6940
C 2.50 2.11 0.58 0.2112
C 5.41 3.29 -3.27 -2.3017
C 0.00 -1.47 -2.26 0.2459
C -0.71 1.27 2.99 -0.7850
C -2.66 2.00 -2.81 -0.8891
C -3.56 1.44 -3.71 -0.2727
C -4.32 -0.09 -1.99 -0.6964
C -4.48 -1.59 0.95 0.2634
C -6.19 -3.81 1.28 -0.5486
C 3.62 0.20 -1.99 0.0117
C -5.39 3.24 2.16 -0.7686
C 2.77 -1.12 -3.78 -0.4471
C -4.38 0.39 -3.30 -1.4169
C 3.76 -0.63 4.90 -0.7731
C -1.93 3.18 1.37 -1.5098
C 4.46 0.60 -4.19 -0.4657
C 4.44 0.97 -2.85 0.7384
C -1.87 1.91 3.42 -1.5213
C 3.49 -5.03 -0.98 -0.7282
C -4.81 -4.00 1.22 -0.8515
C -3.96 -2.90 1.05 -0.2192
C -3.76 1.24 3.21 -1.6011
C -4.03 1.24 1.83 0.9292
C 3.50 -1.51 3.85 -0.4380
C 2.42 3.46 0.95 -0.2752
C 3.26 4.41 0.35 -1.2460
C -5.88 -1.43 1.02 -0.3490
C 1.95 -3.14 -0.92 0.0014
H -4.97 -0.92 -1.72 0.3915
H 6.41 0.95 -0.89 0.3707
H 0.09 -3.57 0.13 0.3875
H -0.42 0.63 -1.90 0.8380
H 3.18 5.45 0.66 0.4024
H -7.80 -2.38 1.24 0.4057
H 4.46 -5.43 -1.28 0.4328
H -1.94 -3.46 -4.24 0.4393
H 2.59 -1.78 1.93 0.9163
H -0.37 2.79 -0.04 1.2185
H 3.86 -2.53 3.89 0.3066
H 0.65 -5.90 0.64 0.4521
H 5.09 1.12 -4.91 0.3002
H -0.79 -0.40 -0.81 -0.9808
H -6.03 4.02 1.75 0.4545
H -6.85 -4.67 1.41 0.3646
H -3.61 1.81 -4.73 0.3377
H 2.12 -1.89 -4.19 0.5856
H -4.40 -5.00 1.30 0.4278
H 3.93 -3.10 -1.79 0.4732
H -2.44 0.70 -3.29 1.2016
H 3.51 1.38 5.64 0.4151
H -5.11 2.31 0.26 0.4908
H 6.04 2.93 -4.09 0.4713
H 7.05 2.57 -1.18 0.3938
H -3.39 3.37 2.95 1.6107
H 3.67 -0.72 -5.70 0.4057
H -4.07 2.20 5.12 0.4452
H -3.22 -1.34 -4.47 0.4442
H 4.47 3.65 -3.70 0.4072
H 1.71 3.79 1.70 0.5111
H -1.86 1.97 -0.82 -0.5636
H -5.08 -0.05 -4.01 0.5323
H -5.53 3.98 4.18 0.4147
H 5.93 4.15 -2.84 0.5186
H 2.83 -6.86 -0.06 0.4098
H -0.28 0.50 3.63 0.8224
H 4.33 -0.96 5.76 0.4068
H 7.16 1.33 -2.45 0.3872
H 0.08 -3.55 -2.87 0.5094
H -6.33 -0.44 0.96 0.3348
H -3.11 0.48 3.65 0.7360
H 4.76 4.84 -1.11 0.3029
H -2.31 1.65 4.37 0.5871
H 2.24 2.15 3.69 0.3717
H -2.89 -3.08 1.02 0.1884
H -2.41 3.92 0.73 0.2747
H -2.00 2.81 -3.12 0.4288
```

Summary:
energy = -10987.9908 Eh